(1)
A structure of composition C4H7NO2. Source: OMol25; level of theory: ωB97M-V/def2-TZVPD.

charge = 0
max |F| = 4.0 eV/Å
relative energy (zero: lowest compared OMol25 entry of this formula, charge and spin) = 122.86 kcal/mol
E_tot = -361.68507 hartree
orbital gap = 0.3289 hartree

Structure (XYZ):
```
14
Properties=species:S:1:pos:R:3:forces:R:3
C -1.3951 0.0773 -0.5283 0.1 0.4 0.2
N 1.2280 0.1489 -0.5144 -1.3 -0.8 1.6
C 0.5044 1.2381 1.2176 1.3 2.2 2.5
C -0.1533 -0.3097 0.2277 1.1 -1.9 -3.4
C -0.1022 -1.4578 0.9429 0.4 1.1 -0.1
O 1.0744 1.0184 -1.6141 -0.6 -0.5 0.0
O 1.3387 1.3405 2.0014 -1.1 -0.3 -0.8
H 1.2127 1.9151 -1.2774 0.1 -0.3 0.2
H 1.6344 -0.7185 -0.8504 -0.1 0.2 -0.4
H -1.4485 1.1575 -0.6473 0.1 0.0 -0.1
H -1.3893 -0.3757 -1.5208 0.0 0.0 0.1
H -2.2991 -0.2168 0.0017 0.1 -0.2 0.1
H -0.9893 -2.0517 1.0880 -0.3 0.3 0.3
H 0.7842 -1.7657 1.4734 0.3 -0.2 -0.2
```
Positions in Å, forces in eV/Å.

Mulliken population analysis, charges in e, atoms 1 to 2: -1.28 -0.34

---

(2)
A cluster of 2 separate species, C4H7NO2 in total. Source: OMol25; level of theory: ωB97M-V/def2-TZVPD.

charge = 0
max |F| = 1.5 eV/Å
relative energy (zero: lowest compared OMol25 entry of this formula, charge and spin) = 123.96 kcal/mol
E_tot = -361.68332 hartree
orbital gap (alpha / beta) = 0.2847 / 0.3049 hartree

Structure (XYZ):
```
14
Properties=species:S:1:pos:R:3:forces:R:3
O 2.6838 -1.1365 0.5283 1.0 -0.4 0.1
C 0.7190 0.4119 0.3426 -0.3 1.1 0.8
C -0.2645 1.5104 0.1031 0.1 -0.1 0.0
N -1.4310 0.8735 -0.5367 -0.1 0.1 -0.1
C -1.3398 -0.5683 -0.2859 0.3 -0.1 -0.5
C 0.1556 -0.8204 -0.0435 -0.6 -1.3 -0.2
O 0.7252 -1.9122 -0.1392 -0.8 0.5 0.0
H 2.6754 -2.1044 0.5174 0.2 0.0 0.0
H 1.5228 0.4166 1.0662 0.1 0.3 -0.4
H -0.5542 1.9832 1.0544 0.1 -0.1 -0.1
H 0.1439 2.3143 -0.5243 -0.1 -0.1 0.1
H -1.4092 1.0439 -1.5342 0.0 0.0 0.1
H -1.7013 -1.1454 -1.1413 0.0 0.0 0.1
H -1.9256 -0.8666 0.5932 0.2 0.0 0.0
```
Positions in Å, forces in eV/Å.

Mulliken population analysis, charges in e, atoms 1 to 2: -0.43 -0.56

---

(3)
A cluster of 2 separate species, C4H7NO2 in total. Source: OMol25; level of theory: ωB97M-V/def2-TZVPD.

charge = 0
max |F| = 0.3 eV/Å
relative energy (zero: lowest compared OMol25 entry of this formula, charge and spin) = 80.92 kcal/mol
E_tot = -361.75191 hartree
orbital gap (alpha / beta) = 0.2929 / 0.2928 hartree

Structure (XYZ):
```
14
Properties=species:S:1:pos:R:3:forces:R:3
O 0.4034 -0.9970 2.3825 -0.1 0.1 0.1
C 0.5494 -0.3423 1.1635 0.0 0.0 -0.2
C 0.5933 -1.1594 -0.0830 -0.1 0.1 -0.1
N -0.1680 -0.5397 -0.9493 0.1 -0.2 0.1
C -0.8700 0.5643 -0.4949 -0.1 0.0 0.1
C -0.6024 0.6573 0.8925 0.0 0.1 0.1
O -1.0964 1.2933 1.8208 0.1 -0.2 -0.3
H -0.1762 -0.3977 2.8902 0.1 -0.1 0.0
H 1.4730 0.2757 1.1357 -0.1 0.0 0.0
H 1.2164 -1.9999 -0.3531 -0.1 0.1 0.0
H -0.7531 0.8281 -3.4809 0.0 0.0 0.0
H -0.2352 -0.8365 -1.9169 0.0 0.0 0.1
H -1.2574 0.4312 -3.8565 0.0 0.0 0.0
H -1.6470 1.0042 -1.1001 0.1 -0.1 0.1
```
Positions in Å, forces in eV/Å.

Mulliken population analysis, charges in e, atoms 1 to 2: -0.53 0.39

---

(4)
The ion C4H7NO2S with charge -2. Source: OMol25; level of theory: ωB97M-V/def2-TZVPD.

charge = -2
max |F| = 1.7 eV/Å
relative energy (zero: lowest compared OMol25 entry of this formula, charge and spin) = 19.43 kcal/mol
SMILES = C[C@H](C[S-])NC(=O)[O-]
E_tot = -760.03205 hartree
orbital gap = 0.2037 hartree

Structure (XYZ):
```
15
Properties=species:S:1:pos:R:3:forces:R:3
C 0.8444 -1.3916 0.3164 -0.3 0.2 0.2
C 0.3633 -0.1590 -0.4853 -1.7 -0.3 0.4
C 1.0076 1.1348 0.0273 1.0 -1.2 0.4
S 2.7570 1.1618 -0.5442 0.3 0.4 -0.3
N -1.1226 -0.2078 -0.4043 -0.9 0.5 -0.3
C -2.1082 0.6572 0.1900 0.8 -0.2 1.1
O -1.6839 1.5551 0.9577 -0.2 0.1 -0.2
O -3.3114 0.3443 -0.0265 0.1 -0.1 -0.5
H 1.9234 -1.3435 0.4712 0.1 -0.4 -0.3
H 0.4501 -2.3292 -0.1213 0.6 0.3 -0.2
H 0.3603 -1.3725 1.3010 0.1 0.3 0.0
H 0.5640 -0.3121 -1.5528 0.5 0.2 0.2
H 0.4317 2.0320 -0.1503 -0.1 0.0 -0.3
H 1.1111 1.0162 1.1078 -0.5 0.2 0.1
H -1.5870 -0.7858 -1.0870 0.2 -0.1 0.0
```
Positions in Å, forces in eV/Å.

Mulliken population analysis, charges in e, atoms 1 to 2: -1.36 0.26

---

(5)
A cluster of 2 separate species, C4H7NO2S in total. Source: OMol25; level of theory: ωB97M-V/def2-TZVPD.

charge = 0
max |F| = 4.4 eV/Å
relative energy (zero: lowest compared OMol25 entry of this formula, charge and spin) = 106.53 kcal/mol
E_tot = -759.90679 hartree
orbital gap = 0.2777 hartree

Structure (XYZ):
```
15
Properties=species:S:1:pos:R:3:forces:R:3
C 1.0713 0.1010 0.0257 -0.2 0.0 -4.4
C 0.2835 -0.8360 -2.1218 0.6 1.7 2.9
C -1.2170 0.2723 0.7871 -0.2 -0.5 0.3
C 0.1803 -0.3396 1.0888 -0.4 1.8 1.8
N 1.1715 -0.4207 -2.9852 1.4 1.3 1.2
O 1.9074 0.8897 -0.2088 -0.1 -0.4 0.8
O 0.8351 -0.1086 2.3649 -3.2 2.5 1.4
S -1.1514 -1.4879 -2.2281 -1.1 -1.2 -0.4
H -1.2540 1.3161 0.6212 0.8 1.3 -0.6
H -2.0102 0.2118 1.5262 0.4 -0.9 0.8
H -1.6325 -0.2339 -0.0783 0.2 0.0 -0.3
H 0.0749 -1.3634 1.0058 -0.2 -2.3 -0.3
H 1.7969 0.3500 -2.5986 -0.6 -1.7 -1.2
H 1.1856 -0.8071 -3.9197 0.2 0.6 -0.1
H 0.1805 0.5198 2.9233 2.4 -2.2 -1.9
```
Positions in Å, forces in eV/Å.

Mulliken population analysis, charges in e, atoms 1 to 2: 0.22 0.15

---

(6)
An isolated molecule of C4H7NO2S. Source: OMol25; level of theory: ωB97M-V/def2-TZVPD.

charge = 0
max |F| = 8.5 eV/Å
relative energy (zero: lowest compared OMol25 entry of this formula, charge and spin) = 116.05 kcal/mol
SMILES = CS/C=N\OC(C)=O
E_tot = -759.89161 hartree
orbital gap = 0.3525 hartree

Structure (XYZ):
```
15
Properties=species:S:1:pos:R:3:forces:R:3
C 3.5446 -0.2624 0.2782 0.8 -0.7 -2.6
S 1.6934 -0.5532 -0.1377 3.0 0.8 1.1
C 1.1557 1.1027 -0.1337 -7.3 -4.3 0.3
N -0.2124 1.1744 -0.0968 4.9 1.0 0.0
O -0.7390 -0.1258 -0.0110 -1.4 1.7 -0.8
C -2.1458 0.0258 -0.0544 0.3 -3.5 0.9
C -2.8447 -1.2739 -0.0331 -0.6 -0.8 3.3
O -2.8336 0.9226 0.1940 -0.1 4.8 0.1
H 3.9856 -1.3527 0.3192 -0.7 2.4 -0.2
H 3.9725 0.3762 -0.6115 -0.6 -1.8 1.3
H 3.9095 0.3308 1.1239 -1.1 -0.4 0.4
H 1.7193 1.9400 -0.1397 1.6 2.6 -0.1
H -2.6178 -1.8612 -0.9165 -0.9 -0.3 -0.1
H -3.9917 -0.9534 0.4569 3.3 -1.7 -2.3
H -2.2624 -1.7761 0.8426 -1.2 0.3 -1.4
```
Positions in Å, forces in eV/Å.

Mulliken population analysis, charges in e, atoms 1 to 2: -0.84 0.10